Entry 1:
19
Properties=species:S:1:pos:R:3:forces:R:3:mulliken_charge:R:1 method="wB97M-V/def2-TZVPD" de_lowest_kcal_mol=57.0 lumo_energy_ev=1.0 max_force_ev_per_a=2.88 homo_ev=-9.447 homo_lumo_gap_ev=10.44
C -1.99829 -1.07037 -0.33773 -0.004 -0.132 -0.084 -1.64
C -0.79743 -0.16978 -0.09632 1.047 0.150 -2.683 1.05
C -1.19624 1.20655 0.31315 -0.300 0.492 0.271 -1.43
C 0.33707 -0.80443 0.55964 1.049 -1.568 -1.366 -0.80
O 1.30095 -1.30445 -0.71773 -1.035 -0.898 1.446 -0.53
C 1.71704 -0.43873 0.26779 0.825 0.062 0.857 0.48
C 2.19075 0.88346 -0.17830 0.060 0.750 -0.186 -1.43
H -2.66024 -0.64178 -1.09527 0.087 0.060 0.075 0.38
H -1.68456 -2.04523 -0.70475 0.048 -0.095 -0.008 0.40
H -2.60027 -1.22356 0.55981 0.057 0.040 0.141 0.38
H -0.14372 -0.17404 -1.05406 -2.207 0.978 0.451 0.15
H -1.94259 1.15658 1.09012 -0.326 0.056 0.474 0.43
H -1.67222 1.68025 -0.53267 -0.144 0.351 -0.231 0.35
H -0.39900 1.84755 0.67305 0.269 -0.020 -0.074 0.32
H 0.13819 -1.66350 1.16015 0.309 -0.460 0.638 0.44
H 2.43373 -0.87292 0.94861 0.280 -0.293 0.401 0.46
H 1.52767 1.29354 -0.93013 -0.004 0.227 -0.173 0.32
H 3.19432 0.77880 -0.58796 -0.016 0.009 -0.152 0.37
H 2.25483 1.56208 0.66260 0.007 0.290 0.206 0.28

Entry 2:
19
Properties=species:S:1:pos:R:3:forces:R:3:mulliken_charge:R:1 method="wB97M-V/def2-TZVPD" de_lowest_kcal_mol=57.0 lumo_energy_ev=-3.9 max_force_ev_per_a=2.39 homo_ev=-11.591 charge=+1 homo_lumo_gap_ev=7.65
C -0.30856 -2.43987 -0.57252 1.418 0.901 0.754 -0.06
C 0.70340 -1.85911 0.08909 -1.793 -0.489 0.202 -0.65
N -1.62186 -2.47526 0.10005 -0.313 -0.962 0.364 -0.32
H -0.33010 -2.79020 -1.60287 -0.120 0.446 0.205 0.38
H 1.50705 -1.38605 -0.43181 0.842 -0.495 -0.139 0.34
H 0.62144 -1.74197 1.18881 0.074 0.384 -0.841 0.20
H -1.62348 -2.41290 1.12039 0.631 0.454 0.098 0.37
H -2.18244 -1.69655 -0.25249 -0.268 -0.198 -0.048 0.36
H -2.09388 -3.36582 -0.03354 -0.448 -0.119 -0.596 0.36
C 0.48618 1.13748 -1.22672 1.265 2.018 -0.242 -1.12
C 0.73637 2.10828 -0.28588 -1.188 -1.754 -0.511 0.99
O 1.50857 3.17132 -0.55497 0.255 -0.409 -0.406 -0.49
C 0.20969 2.08928 1.14699 0.487 1.074 -0.179 -1.24
H -0.36163 0.48990 -1.21471 -0.202 -0.452 0.697 0.34
H 0.99189 1.18045 -2.22116 -0.457 0.257 0.964 0.26
H 1.48695 3.71411 0.22766 0.370 0.599 0.317 0.33
H -0.36237 1.20185 1.31788 -0.302 -0.559 0.202 0.21
H 1.09567 2.10498 1.85302 -1.038 0.031 -0.682 0.37
H -0.46291 2.97007 1.35279 0.786 -0.726 -0.157 0.39

Entry 3:
88
Properties=species:S:1:pos:R:3:forces:R:3:mulliken_charge:R:1 method="wB97M-V/def2-TZVPD" lumo_energy_ev=-3.8 max_force_ev_per_a=3.01 homo_ev=-10.576 charge=+1 homo_lumo_gap_ev=6.79
C -2.66526 6.14503 4.04667 -0.148 -0.844 -0.288 -1.14
C -1.57539 5.47740 3.11681 0.171 1.113 0.653 -0.41
P -2.44854 4.15577 2.17563 -1.587 1.317 0.329 0.21
C -2.61397 4.96569 0.50254 0.613 -0.036 0.468 -1.23
N -1.46039 2.64218 1.79025 0.588 -0.671 -1.262 0.25
C -0.43493 2.17180 2.77471 1.447 0.040 0.292 -1.35
Br -1.01446 2.44539 4.62086 -0.165 -0.033 -0.721 0.12
I 1.28071 3.49950 2.33086 -0.272 0.078 0.476 0.23
C 0.12653 0.71251 2.51911 -0.409 -1.514 -0.136 1.61
C 1.12550 0.60991 1.30880 -0.356 -1.211 -0.175 -1.49
O 1.05365 -0.75300 0.87874 0.439 0.233 0.458 0.52
C 2.20426 -1.14105 0.19526 -0.672 0.217 0.031 -0.32
C 2.18329 -1.05338 -1.17393 -0.048 0.139 -0.541 -0.12
C 3.29594 -1.47850 -1.88142 0.088 -0.131 -0.486 -0.83
C 4.40294 -1.99143 -1.21772 0.397 -0.150 0.718 0.43
C 4.41841 -2.06030 0.19156 -0.525 0.056 -0.645 -0.79
C 3.29292 -1.63173 0.88191 0.187 -0.055 0.644 -0.07
C 0.68670 0.01759 3.78204 0.863 -0.223 -0.512 -1.51
B 2.04756 0.57322 4.38677 0.083 0.665 0.952 0.76
O 3.28977 0.44895 3.77846 -0.931 0.062 -0.690 -0.46
O 2.00385 1.24865 5.61519 -0.332 -0.764 -0.279 -0.54
O -0.90176 -0.22262 2.10696 -0.438 1.536 -0.166 -0.02
C -2.21559 0.24700 2.19020 -0.098 -0.707 0.221 -2.26
C -3.12772 -0.94973 1.74743 1.229 -0.874 0.563 -1.31
I -4.42453 -1.54472 3.39857 -0.403 0.505 -0.503 0.21
C -2.28272 -2.22802 1.34624 -2.097 -0.526 -0.665 -0.14
C -3.29796 -3.18706 0.61433 0.207 -0.273 -0.073 -0.94
I -1.51863 -3.35199 3.02763 0.795 0.306 -0.496 0.15
C -2.47477 1.56950 1.36631 -1.292 -0.935 0.661 0.90
B -4.01798 1.96889 1.81970 -1.004 1.104 0.124 1.08
C -5.13305 2.50598 0.82130 0.466 -0.377 -0.198 -1.02
O -4.41152 1.77746 3.12815 1.088 0.361 -0.441 -0.59
P -2.30367 1.20072 -0.43484 1.284 -1.562 -2.227 0.18
O -1.27534 0.19391 -0.74323 0.311 -0.113 0.748 -0.37
O -1.88291 2.53413 -1.24225 -0.643 0.439 1.164 -0.60
O -3.66627 0.70540 -1.10386 -0.292 0.898 1.078 -0.66
H -3.51138 5.44674 4.15002 0.065 0.414 0.107 0.32
H -3.03041 7.08830 3.62961 0.075 -0.227 0.122 0.33
H -2.27057 6.30325 5.05449 0.014 0.111 -0.286 0.34
H -1.20129 6.29055 2.47846 0.185 -0.612 -0.150 0.49
H -0.75916 5.17110 3.77284 -0.133 -0.300 -0.390 0.29
H -1.69701 4.78476 -0.07245 -0.430 0.104 -0.224 0.30
H -2.68361 6.05197 0.66255 0.049 -0.328 0.213 0.49
H -3.53058 4.66437 -0.00833 0.397 -0.256 -0.051 0.31
H -0.92985 2.84494 0.92859 0.090 0.013 0.236 0.95
H 2.17168 0.76350 1.59227 -0.332 0.600 0.013 0.81
H 0.78793 1.21128 0.44650 0.251 0.231 0.359 0.34
H 1.30326 -0.66488 -1.68766 0.141 -0.134 0.188 0.56
H 3.26070 -1.43395 -2.97431 0.204 -0.034 0.474 0.16
H 5.26679 -2.35789 -1.76567 -0.227 0.166 -0.009 -0.01
H 5.24469 -2.47577 0.76353 -0.018 0.095 -0.347 0.27
H 3.22477 -1.67048 1.96929 0.169 -0.047 -0.220 0.30
H 0.92144 -0.99887 3.40769 -0.031 0.368 -0.094 0.35
H -0.09761 -0.16335 4.52676 0.144 0.417 -0.191 0.17
H 3.61227 1.33166 3.55157 0.503 -0.212 0.395 0.28
H 2.38051 0.69113 6.31015 0.267 0.485 0.054 0.30
H -2.43848 0.40225 3.25829 -0.143 0.629 -0.446 1.15
H -3.79421 -0.74971 0.90430 0.087 0.205 0.280 1.09
H -1.51303 -1.99869 0.60318 0.281 0.283 0.774 0.21
H -2.97232 -3.37324 -0.42319 -0.154 -0.117 0.976 0.20
H -4.30692 -2.75162 0.56521 0.237 -0.114 0.027 0.32
H -3.39256 -4.15409 1.11670 -0.040 0.242 -0.105 0.39
H -5.69115 3.35331 1.24423 0.166 -0.153 -0.116 0.37
H -4.76218 2.74277 -0.18417 -0.294 0.135 0.220 0.37
H -5.86179 1.68441 0.69620 0.183 0.228 0.010 0.18
H -4.92232 2.56247 3.36687 -0.454 -0.477 0.205 0.34
H -1.06065 2.33717 -1.71930 -0.173 -0.149 -0.091 0.40
H -3.59411 -0.25383 -1.26504 0.060 0.105 -0.267 0.16
C 7.53920 -4.61282 -2.38580 0.102 -0.020 0.040 0.05
Cl 7.14250 -3.43880 -3.63564 -0.047 0.037 -0.222 -0.13
Cl 9.16401 -5.25482 -2.61355 -0.072 0.009 0.009 -0.12
Cl 7.37104 -3.86202 -0.79816 0.099 -0.128 0.140 -0.12
H 6.83708 -5.43481 -2.45115 0.010 0.040 0.006 0.29
C -3.39130 -2.99929 -3.66906 -0.034 -0.113 -0.210 -0.17
Cl -2.73089 -2.39656 -5.18596 -0.089 0.034 0.071 -0.09
Cl -3.14799 -4.73626 -3.52266 -0.015 0.070 0.057 -0.12
Cl -2.65306 -2.15769 -2.29046 0.274 0.376 -0.655 0.02
H -4.45579 -2.80037 -3.65679 0.039 0.011 0.031 0.34
C 1.90491 -2.28688 -5.76720 0.050 -0.007 0.110 -0.10
Cl 1.61399 -0.56607 -6.04366 -0.015 -0.022 -0.025 -0.13
Cl 3.60524 -2.57959 -5.40105 -0.030 -0.047 -0.116 -0.05
Cl 0.87213 -2.88882 -4.46655 0.031 -0.010 -0.026 -0.07
H 1.65655 -2.82362 -6.67469 0.015 0.024 0.022 0.36
C 5.62602 -3.92088 -9.06532 0.062 -0.083 0.034 0.03
Cl 6.50403 -3.36210 -7.63935 -0.002 0.015 -0.029 -0.09
Cl 6.62681 -5.00591 -10.02817 -0.038 0.053 0.007 -0.12
Cl 4.11807 -4.71705 -8.59816 -0.017 0.044 -0.018 -0.12
H 5.37986 -3.05822 -9.67150 -0.005 -0.026 0.029 0.29